Entry 1:
2 unconnected molecules or ions with the total composition CH5NO3P, computed with wB97M-V/def2-TZVPD.

Each line ends with the Mulliken charge.
Element x y z (Å)
C  2.3060  -0.1239  0.5107  -0.9545
N  -1.6826  0.8319  0.4407  -0.1324
O  -2.3639  -0.6282  -1.4853  -0.7092
O  -2.9788  1.0410  0.3933  -0.3193
O  0.0261  -0.8608  -0.5261  -0.6242
P  -1.1669  0.1395  -0.8900  0.4028
H  2.2507  -0.9452  1.1619  0.2453
H  1.9144  0.6856  1.0209  0.2441
H  3.3838  -0.0652  0.0191  0.2027
H  -3.2074  0.3537  -0.3470  0.3900
H  1.5186  -0.4284  -0.2983  0.2549

Output
Frontier orbital gap (spin up / spin down) in eV: 7.81 / 7.67
E in a.u.: -662.89148
HOMO energy (spin up / spin down) in eV: -4.56 / -4.13
2S+1: 1
Total charge: -1
ΔE to the lowest compared entry with this formula, charge and spin in kJ/mol: 386.6



Entry 2:
CH5NO3S in the gas phase, computed with wB97M-V/def2-TZVPD.

Each line ends with the Mulliken charge.
Element x y z (Å)
C  0.8956  -1.3388  -0.5777  -0.5685
O  0.4645  -0.0239  -0.9609  -0.2273
S  -1.0457  0.2404  -1.1436  1.0629
N  -1.2518  1.5978  -0.3619  -0.4949
O  -1.5271  0.4871  -2.4582  -0.5510
O  -1.7482  -1.2167  -0.1938  -0.6733
H  1.3668  -1.7962  -1.4134  0.2886
H  0.1582  -2.0816  -0.3705  0.3255
H  1.6008  -1.1280  0.3612  0.2186
H  -1.5032  1.3691  0.6218  0.3157
H  -2.1367  1.9075  -0.6434  0.3038

Output
Frontier orbital gap in eV: 10.31
E in a.u.: -719.62076
HOMO energy in eV: -9.88
2S+1: 1
Total charge: 0
ΔE to the lowest compared entry with this formula, charge and spin in kJ/mol: 429.6



Entry 3:
CH5NOS in the gas phase, computed with wB97M-V/def2-TZVPD.

Each line ends with the Mulliken charge.
Element x y z (Å)
C  -0.3114  0.7969  -0.1885  -0.9482
S  -0.2046  -0.9667  -0.0407  0.6578
N  1.3105  -1.1600  -0.3977  -0.6251
O  -1.1827  -1.7693  -1.0176  -0.5811
H  -1.2613  1.0850  0.1048  0.3494
H  0.5655  1.0325  0.3343  0.3987
H  0.0169  1.1373  -1.1522  0.3422
H  -0.5378  -1.0088  1.3587  0.1651
H  1.6611  -2.0072  -0.8363  0.2411

Output
Frontier orbital gap in eV: 10.02
E in a.u.: -569.15202
HOMO energy in eV: -9.66
2S+1: 1
Total charge: 0
ΔE to the lowest compared entry with this formula, charge and spin in kJ/mol: 357.4



Entry 4:
2 unconnected molecules or ions with the total composition CH5NOS2, computed with wB97M-V/def2-TZVPD.

Each line ends with the Mulliken charge.
Element x y z (Å)
N  0.0994  1.3023  1.3919  -0.4017
C  1.2103  0.8941  0.6995  0.1120
O  1.3185  0.9459  -0.4995  -0.5128
H  -0.3869  2.1298  1.0973  0.2433
H  0.2721  1.4175  2.3878  0.2540
H  1.9570  0.3663  1.3129  0.3317
S  -2.1425  -1.3976  -1.8648  -0.1629
S  -0.3639  -1.7070  -0.8075  -0.2125
H  -2.4448  -2.7003  -1.9790  0.1529
H  0.4809  -1.2509  -1.7386  0.1960

Output
Frontier orbital gap in eV: 9.42
E in a.u.: -967.46488
HOMO energy in eV: -8.92
2S+1: 1
Total charge: 0
ΔE to the lowest compared entry with this formula, charge and spin in kJ/mol: 32.8



Entry 5:
2 unconnected molecules or ions with the total composition CH5NOS2, computed with wB97M-V/def2-TZVPD.

Each line ends with the Mulliken charge.
Element x y z (Å)
C  -1.0634  -0.2550  -0.6073  -0.0679
N  0.4952  0.1015  0.7472  -0.3121
O  -0.1785  -0.5121  -1.5934  -0.4017
S  0.3283  1.6014  1.4889  -0.1411
S  1.9222  -0.2171  -0.0687  -0.1904
H  -1.5360  -1.1826  -0.1113  0.2278
H  -1.6489  0.5879  -0.6362  0.2873
H  0.4507  0.2062  -1.6895  0.3104
H  -0.3430  1.2276  2.4996  0.1028
H  1.5733  -1.5578  -0.0294  0.1849

Output
Frontier orbital gap in eV: 8.31
E in a.u.: -967.32222
HOMO energy in eV: -7.74
2S+1: 1
Total charge: 0
ΔE to the lowest compared entry with this formula, charge and spin in kJ/mol: 407.4



Entry 6:
2 unconnected molecules or ions with the total composition CH5NOS2, computed with wB97M-V/def2-TZVPD.

Each line ends with the Mulliken charge.
Element x y z (Å)
N  2.4271  0.3483  -0.8858  -0.3772
C  1.4054  -0.5399  -0.7424  0.1114
O  0.6121  -0.5434  0.1705  -0.5190
H  2.7001  0.9042  -0.0887  0.2456
H  3.1862  0.1004  -1.4990  0.2422
H  1.3269  -1.2500  -1.5811  0.2993
S  -3.9819  0.2364  0.8446  -0.1958
S  -2.3965  -0.1429  2.0894  -0.1732
H  -3.7193  1.5114  0.5099  0.1589
H  -1.5600  -0.6246  1.1826  0.2077

Output
Frontier orbital gap in eV: 9.98
E in a.u.: -967.47467
HOMO energy in eV: -9.24
2S+1: 1
Total charge: 0
ΔE to the lowest compared entry with this formula, charge and spin in kJ/mol: 7.2



Entry 7:
A molecular structure, CH5NP2, computed with wB97M-V/def2-TZVPD.

Each line ends with the Mulliken charge.
Element x y z (Å)
C  0.6533  0.3717  -0.1030  0.2318
N  0.6776  1.5710  -0.2951  -0.5513
P  1.6028  -1.1236  -0.0630  -0.1263
P  -1.5255  -0.7546  -0.1565  -0.0960
H  -0.1990  2.0180  -0.3932  0.3036
H  0.8686  -1.4045  1.1849  0.0816
H  2.8668  -0.5710  0.6197  0.0746
H  -1.1798  -0.3812  1.2486  0.0475
H  -2.3760  0.4468  -0.2150  0.0344

Output
Frontier orbital gap in eV: 8.26
E in a.u.: -778.42786
HOMO energy in eV: -8.16
2S+1: 1
Total charge: 0
ΔE to the lowest compared entry with this formula, charge and spin in kJ/mol: 225.8



Entry 8:
CH5NS2 in the gas phase, computed with wB97M-V/def2-TZVPD.

Each line ends with the Mulliken charge.
Element x y z (Å)
C  1.5795  -0.1458  -0.2235  -0.6866
S  0.5915  1.3742  0.1973  -0.0808
S  -1.1020  1.1857  -0.7695  0.0387
N  -1.7767  -0.5030  0.2357  -0.6534
H  0.7624  -0.9973  -0.2062  0.2914
H  2.3505  -0.4039  0.6360  0.2722
H  1.9391  0.1204  -1.1386  0.2717
H  -1.5739  -0.1425  1.1418  0.2779
H  -2.7703  -0.4878  0.1270  0.2689

Output
Frontier orbital gap in eV: 8.86
E in a.u.: -892.16713
HOMO energy in eV: -8.70
2S+1: 1
Total charge: 0
ΔE to the lowest compared entry with this formula, charge and spin in kJ/mol: 118.8



Entry 9:
CH5O2P in the gas phase, computed with wB97M-V/def2-TZVPD.

Each line ends with the Mulliken charge.
Element x y z (Å)
C  0.5625  0.1468  -1.2860  -0.5062
O  -0.5895  -0.2186  -0.4143  -0.2546
P  -0.5675  -0.1512  1.1681  0.5202
O  -1.8950  -0.4666  1.6804  -0.5703
H  0.2083  0.5160  -2.2534  0.2144
H  1.2083  -0.7674  -1.5187  0.2182
H  0.9287  1.0297  -0.6779  0.2781
H  0.2668  -1.1583  1.6421  0.0545
H  -0.1227  1.0697  1.6597  0.0458

Output
Frontier orbital gap in eV: 11.02
E in a.u.: -532.92284
HOMO energy in eV: -10.31
2S+1: 1
Total charge: 0
ΔE to the lowest compared entry with this formula, charge and spin in kJ/mol: 15.9



Entry 10:
CH5O2P in the gas phase, computed with wB97M-V/def2-TZVPD.

Each line ends with the Mulliken charge.
Element x y z (Å)
O  -1.5529  -0.6474  -0.1400  -0.4627
C  -0.8602  0.4702  0.4070  -0.5236
P  1.0557  0.7188  -0.3044  0.2061
O  1.8129  -0.7707  -0.3185  -0.4573
H  -1.0560  -1.2755  0.3899  0.3255
H  -0.9291  0.4290  1.5764  0.3150
H  -1.3373  1.3517  -0.0398  0.2613
H  0.4290  0.3931  -1.3925  0.0360
H  2.4783  -0.7239  0.2767  0.2997

Output
Frontier orbital gap in eV: 9.61
E in a.u.: -532.87536
HOMO energy in eV: -8.98
2S+1: 1
Total charge: 0
ΔE to the lowest compared entry with this formula, charge and spin in kJ/mol: 140.6



Entry 11:
CH5O2PS in the gas phase, computed with wB97M-V/def2-TZVPD.

Each line ends with the Mulliken charge.
Element x y z (Å)
O  -0.0937  1.3771  -0.5456  -0.4550
C  0.0157  0.3479  0.3506  0.2862
O  0.9581  0.6118  1.2985  -0.4828
P  0.7379  -1.4015  -0.7477  0.0098
S  -1.5094  -0.3231  1.1717  -0.2409
H  -0.9320  1.3222  -1.0628  0.3759
H  0.6643  0.4830  2.1917  0.2954
H  1.8880  -0.6373  -0.7389  0.0526
H  0.3475  -0.9622  -1.9693  0.0273
H  -2.0764  -0.8179  0.0518  0.1316

Output
Frontier orbital gap in eV: 9.10
E in a.u.: -931.04784
HOMO energy in eV: -8.71
2S+1: 1
Total charge: 0
ΔE to the lowest compared entry with this formula, charge and spin in kJ/mol: 307.7



Entry 12:
2 unconnected molecules or ions with the total composition CH5O2PS, computed with wB97M-V/def2-TZVPD.

Each line ends with the Löwdin spin population.
Element x y z (Å)
C  -1.3644  -1.2442  -0.4494  0.0924
O  2.0641  0.6767  0.4369  0.1716
O  0.3837  2.1925  1.1141  0.1665
P  1.2812  1.9466  -0.1260  0.6553
S  -0.3417  -0.4665  -1.7538  0.8686
H  -2.0586  -1.9058  -0.8891  0.0238
H  -2.0222  -0.5949  0.2238  0.0002
H  -0.6896  -1.9622  0.0660  0.0127
H  2.4853  -0.0189  -0.0841  0.0041
H  0.2622  1.3767  1.4615  0.0046

Output
Frontier orbital gap (spin up / spin down) in eV: 6.94 / 6.94
E in a.u.: -931.03582
HOMO energy (spin up / spin down) in eV: -6.32 / -9.07
2S+1: 3
⟨S²⟩: 2.005
Total charge: 0
ΔE to the lowest compared entry with this formula, charge and spin in kJ/mol: 0.0



Entry 13:
2 unconnected molecules or ions with the total composition CH5O2PS2, computed with wB97M-V/def2-TZVPD.

Each line ends with the Mulliken charge.
Element x y z (Å)
C  0.4649  0.7427  -0.1606  -0.1761
O  1.7628  0.4954  0.2424  -0.4977
O  0.2429  0.5760  -1.5266  -0.4638
P  -0.5130  -0.1637  1.2229  0.2599
S  -0.4885  -2.3960  -0.6308  -0.4399
S  -2.4013  0.5623  0.8578  -0.1914
H  0.2494  1.7434  -0.0048  0.5339
H  2.3412  1.2253  -0.0129  0.3077
H  0.5408  -0.3448  -1.7556  0.3504
H  0.7346  -2.5970  -0.3179  0.1331
H  -2.9337  0.1564  2.0860  0.1838

Output
Frontier orbital gap (spin up / spin down) in eV: 7.44 / 7.44
E in a.u.: -1329.25187
HOMO energy (spin up / spin down) in eV: -8.84 / -8.85
2S+1: 1
Total charge: 0
ΔE to the lowest compared entry with this formula, charge and spin in kJ/mol: 313.1



Entry 14:
2 unconnected molecules or ions with the total composition CH5O3, computed with wB97M-V/def2-TZVPD.

Each line ends with the Mulliken charge.
Element x y z (Å)
O  -1.7593  -1.1737  0.3108  -0.4400
H  -1.6606  -1.5218  -0.6004  0.4352
H  -1.8377  -1.9496  0.8985  0.4497
H  -0.8968  -0.6135  0.5251  0.5350
O  0.4616  -0.1529  0.4139  -0.5996
C  1.2004  0.6843  -0.0566  0.2629
O  0.7447  1.8028  -0.5599  -0.3743
H  2.2815  0.5601  -0.0461  0.3457
H  1.4663  2.3643  -0.8852  0.3856

Output
Frontier orbital gap in eV: 12.67
E in a.u.: -266.54546
HOMO energy in eV: -16.70
2S+1: 1
Total charge: +1
ΔE to the lowest compared entry with this formula, charge and spin in kJ/mol: 16.0



Entry 15:
2 unconnected molecules or ions with the total composition CH5O3, computed with wB97M-V/def2-TZVPD.

Each line ends with the Mulliken charge.
Element x y z (Å)
O  1.6273  1.1051  0.1398  -0.5412
H  1.4999  1.5879  -0.6859  0.3500
H  2.5455  1.0511  0.5087  0.3627
H  0.6798  0.3520  0.6409  0.4853
O  -0.3257  -0.0693  0.8913  -0.3902
C  -1.1980  -0.7050  0.3213  0.3621
O  -1.0463  -0.9287  -0.9558  -0.3994
H  -2.0679  -1.2234  0.7475  0.3660
H  -1.7146  -1.1699  -1.6077  0.4048

Output
Frontier orbital gap in eV: 13.65
E in a.u.: -266.53426
HOMO energy in eV: -17.93
2S+1: 1
Total charge: +1
ΔE to the lowest compared entry with this formula, charge and spin in kJ/mol: 45.4



Entry 16:
CH5O3PS in the gas phase, computed with wB97M-V/def2-TZVPD.

Each line ends with the Mulliken charge.
Element x y z (Å)
C  -0.6308  0.5705  -1.1736  -0.8124
O  0.1768  0.3020  -0.0244  -0.2669
P  -0.5013  -0.0939  1.3391  0.7570
O  -0.6851  1.3765  2.0782  -0.4958
O  0.8543  -0.7037  1.9863  -0.4685
S  -2.1069  -1.1547  1.1797  -0.3963
H  -1.4000  -0.0980  -1.2357  0.4039
H  0.1397  0.7387  -1.9455  0.2207
H  -1.1241  1.4869  -1.1240  0.3556
H  -1.3011  1.2804  2.8986  0.3502
H  1.3811  0.0796  1.9151  0.3525

Output
Frontier orbital gap in eV: 9.93
E in a.u.: -1006.44047
HOMO energy in eV: -9.49
2S+1: 1
Total charge: 0
ΔE to the lowest compared entry with this formula, charge and spin in kJ/mol: 35.3



Entry 17:
A gas-phase ion, CH5O3Si (charge +1), computed with wB97M-V/def2-TZVPD.

Each line ends with the Mulliken charge.
Element x y z (Å)
C  1.5019  0.6818  0.0415  -0.9120
O  -3.3135  0.4696  -0.1048  0.0096
O  -1.2934  -0.2245  -0.2688  0.0070
O  -2.5050  -0.3182  0.3364  0.4647
Si  0.2415  -0.9049  0.0059  0.4157
H  1.2471  1.2371  -0.9323  0.3209
H  1.1416  1.1394  0.9101  0.2842
H  2.4837  0.3636  0.0785  0.3621
H  -0.1521  -1.4703  1.3235  -0.0159
H  0.6481  -0.9737  -1.3900  0.0636

Output
Frontier orbital gap (spin up / spin down) in eV: 5.35 / 5.36
E in a.u.: -555.68792
HOMO energy (spin up / spin down) in eV: -14.93 / -14.93
2S+1: 1
Total charge: +1
ΔE to the lowest compared entry with this formula, charge and spin in kJ/mol: 591.3



Entry 18:
3 unconnected molecules or ions with the total composition CH5O4, computed with wB97M-V/def2-TZVPD.

Each line ends with the Mulliken charge.
Element x y z (Å)
O  -2.7359  0.5698  -1.3030  -0.6392
C  -2.0577  -0.3005  -0.7295  -0.0145
O  -0.8245  -0.4610  -0.6966  -0.6441
H  -2.6850  -1.0323  -0.2130  0.2674
H  2.5803  0.4558  3.8038  0.3087
H  2.2249  -0.2708  2.5875  0.3507
O  2.7561  -0.3991  3.3883  -0.6608
H  0.8207  -0.0381  -0.8461  0.4640
H  1.4886  0.5381  -2.1209  0.2661
O  1.5882  0.4976  -1.1670  -0.6981

Output
Frontier orbital gap in eV: 7.83
E in a.u.: -342.12664
HOMO energy in eV: -4.31
2S+1: 1
Total charge: -1
ΔE to the lowest compared entry with this formula, charge and spin in kJ/mol: 73.6



Entry 19:
2 unconnected molecules or ions with the total composition CH5OPS, computed with wB97M-V/def2-TZVPD.

Each line ends with the Mulliken charge.
Element x y z (Å)
O  -2.8361  -0.2342  0.9153  -0.3648
P  -2.7284  0.3299  -0.4094  0.3372
H  -1.3359  0.7334  -0.4536  -0.0034
C  1.0359  -0.0223  0.4947  -0.7693
S  0.7697  -0.9180  -1.1419  -0.1853
H  2.0851  0.1949  0.6402  0.3187
H  0.5900  -0.6219  1.2514  0.2678
H  0.5124  0.9988  0.3505  0.2863
H  1.9074  -0.4604  -1.6472  0.1128

Output
Frontier orbital gap in eV: 8.38
E in a.u.: -855.82341
HOMO energy in eV: -9.20
2S+1: 1
Total charge: 0
ΔE to the lowest compared entry with this formula, charge and spin in kJ/mol: 202.3



Entry 20:
2 unconnected molecules or ions with the total composition CH5OPS2, computed with wB97M-V/def2-TZVPD.

Each line ends with the Mulliken charge.
Element x y z (Å)
C  2.0291  -1.3856  -0.2741  -0.5422
O  0.8096  -1.2038  0.3998  -0.2395
P  -0.5478  -0.4077  0.1151  0.3731
S  -0.3149  1.0546  -1.0949  -0.3245
H  2.1446  -0.8086  -1.1610  0.2879
H  2.1538  -2.4265  -0.3186  0.2416
H  2.8203  -0.9207  0.3254  0.2448
S  -3.4370  2.1397  0.2130  -0.2452
H  -3.4720  1.6632  1.5432  0.1549
H  -2.1857  2.2954  0.2520  0.0490

Output
Frontier orbital gap in eV: 8.50
E in a.u.: -1254.05573
HOMO energy in eV: -9.18
2S+1: 1
Total charge: 0
ΔE to the lowest compared entry with this formula, charge and spin in kJ/mol: 161.3